Arrangement P

Below is a cluster of 2 separate species, C5H15N2 in total, with properties calculated with ωB97M-V/def2-TZVPD.

Summary:
- HOMO level: -0.5218 Ha
- Orbital gap: 5.03 eV
- Charge: +1

Element x y z (Å)
C1 1.0784 -1.1075 1.6692
C2 -0.2327 -0.3125 1.3434
C3 -0.0985 1.2111 1.1964
C4 -1.0939 1.5753 0.0397
C5 -0.2356 1.5400 -1.2840
N1 0.6275 0.3141 -1.3163
N2 -0.1424 -2.5652 -1.2209
H1 1.6768 -1.1574 0.6891
H2 1.5356 -0.7655 2.5560
H3 0.8639 -2.1754 1.7781
H4 -0.4980 -0.6929 0.3685
H5 -0.1629 1.8115 2.0908
H6 0.8700 1.5063 0.6631
H7 -1.7467 0.7564 -0.1177
H8 -1.6799 2.5670 0.0560
H9 0.4678 2.4926 -1.0522
H10 -0.8714 1.6699 -2.3286
H11 1.3309 0.4013 -2.2114
H12 0.2377 -1.6404 -1.4381
H13 -1.1756 -2.5874 -1.3381
H14 0.2728 -3.3294 -1.8234
H15 -1.0236 -0.5371 2.0800

Arrangement Q

Below is the ion C5H15N2 with charge +1, with properties calculated with ωB97M-V/def2-TZVPD.

Summary:
- HOMO level: -0.4405 Ha
- Orbital gap: 8.39 eV
- Charge: +1
- SMILES: CNCCCC[NH3+]

Element x y z (Å)
C1 0.5784 -2.6084 0.6292
N1 -0.3364 -1.5701 1.0329
C2 -1.1825 -0.9802 0.0297
C3 -0.4169 -0.1426 -1.0700
C4 0.8605 0.5234 -0.5387
C5 0.6916 1.6307 0.4759
N2 -0.1793 2.7774 -0.1481
H1 0.8570 -2.5212 -0.4248
H2 1.5467 -2.5631 1.1405
H3 0.2116 -3.6260 0.7849
H4 -0.9026 -1.7945 1.8257
H5 -1.9518 -0.3282 0.4501
H6 -1.7766 -1.7382 -0.5151
H7 -1.1557 0.6131 -1.3725
H8 -0.2682 -0.7315 -1.9704
H9 1.4053 -0.2229 0.0283
H10 1.3666 0.8435 -1.4605
H11 -0.0235 1.2645 1.2110
H12 1.6646 2.0468 0.6988
H13 -0.9061 2.3682 -0.7352
H14 -0.5440 3.3745 0.5763
H15 0.4612 3.3847 -0.6483

Stability summary: most stable arrangement Q, least stable arrangement P.

Arrangement P

Below is the ion C5H15N2 with charge +1, with properties calculated with ωB97M-V/def2-TZVPD.

Summary:
- HOMO level: -0.4972 Ha
- Orbital gap: 10.59 eV
- Charge: +1
- SMILES: C[NH2+]CC[C@H](C)N

Element x y z (Å)
C1 0.2967 -0.7390 2.8602
N1 -0.4358 0.1105 1.7290
C2 0.3547 1.0845 0.8713
C3 -0.0590 1.2851 -0.5196
C4 0.3108 -0.0048 -1.3973
C5 -0.2648 -0.1447 -2.8634
N2 -0.0425 -1.1839 -0.7186
H1 0.7639 -0.1046 3.5031
H2 1.0479 -1.4410 2.5314
H3 -0.4066 -1.2654 3.3637
H4 -1.3920 0.4134 2.1731
H5 -0.7566 -0.6228 1.0405
H6 0.2036 2.1225 1.3815
H7 1.3792 0.7616 0.9988
H8 0.4171 2.1479 -0.9816
H9 -1.0433 1.6361 -0.7030
H10 1.2938 0.0154 -1.5489
H11 0.5223 0.0925 -3.5700
H12 -0.6235 -1.1167 -3.1735
H13 -1.1568 0.5654 -2.8091
H14 -0.8989 -1.6601 -1.1636
H15 0.4897 -1.9518 -1.0040

Arrangement Q

Below is the ion C5H15N2 with charge +1, with properties calculated with ωB97M-V/def2-TZVPD.

Summary:
- HOMO level: -0.4733 Ha
- Orbital gap: 9.58 eV
- Charge: +1
- SMILES: CC(C)[C@@H](N)C[NH3+]

Element x y z (Å)
C1 1.0114 0.1165 2.1361
C2 0.9915 -0.2749 0.7946
C3 1.9236 0.4692 -0.1542
C4 -0.7348 -0.1052 0.2127
N1 -1.0468 1.2038 -0.1575
C5 -0.9856 -1.1111 -0.7985
N2 -1.8551 -0.4132 -2.0118
H1 0.8028 -0.7409 2.8604
H2 0.4381 1.0463 2.5125
H3 2.0352 0.5906 2.3514
H4 1.1085 -1.4283 0.6737
H5 1.7177 0.3408 -1.2176
H6 2.0785 1.4903 0.0242
H7 2.9174 -0.0336 0.0205
H8 -1.3060 -0.4921 1.1039
H9 -1.2216 1.9166 0.6211
H10 -0.3726 1.5963 -0.8415
H11 -1.5067 -1.9226 -0.3906
H12 -0.1234 -1.5563 -1.2644
H13 -2.0016 0.5302 -1.4567
H14 -2.6537 -0.9019 -2.2232
H15 -1.2169 -0.3203 -2.7955

Arrangement R

Below is a cluster of 2 separate species, C5H15N2 in total, with properties calculated with ωB97M-V/def2-TZVPD.

Summary:
- HOMO level: -0.5226 Ha
- Orbital gap: 5.46 eV
- Charge: +1

Element x y z (Å)
C1 2.6490 -0.2297 -0.1802
N1 2.3568 0.9589 0.6865
C2 -2.0316 0.9626 1.2067
C3 -3.1320 -0.0893 1.1722
C4 1.4144 -1.1186 -0.2112
N2 0.2186 -0.3952 -0.5922
C5 0.1332 -0.2721 -2.0278
H1 3.4984 -0.8169 0.0187
H2 2.9414 0.1492 -1.1960
H3 -1.4994 0.7308 0.2587
H4 -2.5234 1.9464 1.3537
H5 -1.3497 0.6233 2.0352
H6 -3.9912 0.1627 0.5452
H7 -2.8482 -1.0708 0.7760
H8 -3.5085 -0.4485 2.2202
H9 1.6129 -2.0399 -0.6642
H10 1.2897 -1.3572 0.8309
H11 3.0210 1.6906 0.6095
H12 1.3704 1.2936 0.5138
H13 -0.8685 -0.5946 -2.4774
H14 0.3206 0.7847 -2.2701
H15 0.9260 -0.8699 -2.6080

Arrangement S

Below is a cluster of 2 separate species, C5H15N2 in total, with properties calculated with ωB97M-V/def2-TZVPD.

Summary:
- HOMO level: -0.4946 Ha
- Orbital gap: 5.56 eV
- Charge: +1

Element x y z (Å)
N1 -1.3130 -0.4763 -1.3659
C1 -1.5697 0.3318 -0.1989
C2 -2.7775 -0.2069 0.5808
C3 -0.3231 0.2746 0.6874
N2 0.8550 0.4029 -0.0383
C4 2.0299 0.5858 0.6592
C5 2.5893 -0.8354 1.0222
H1 -2.1172 -0.6298 -1.9620
H2 2.9280 0.0460 -6.3889
H3 2.3499 -0.0440 -5.9353
H4 -1.7681 1.3767 -0.4711
H5 -2.5002 -0.7179 1.5106
H6 -3.3518 -0.9136 0.0013
H7 -3.4325 0.5942 0.9133
H8 -0.3814 1.0025 1.5117
H9 -0.2568 -0.7392 1.1117
H10 -0.4598 -0.2430 -1.8511
H11 2.7822 1.0330 0.0052
H12 1.9083 1.1795 1.5683
H13 3.1265 -1.2384 0.1691
H14 1.8354 -1.5554 1.3513
H15 3.3185 -0.6754 1.8171

Stability summary: most stable arrangement P, least stable arrangement R.

Arrangement P

Below is the ion C5H15N2 with charge +1, with properties calculated with ωB97M-V/def2-TZVPD.

Summary:
- HOMO level: -0.5205 Ha
- Orbital gap: 11.20 eV
- Charge: +1
- SMILES: C[C@H]([NH3+])CCCN

Element x y z (Å)
C1 -1.9180 0.9383 -1.5231
C2 -1.1527 -0.1450 -0.7800
N1 -1.3070 0.0693 0.6833
C3 0.3823 -0.1035 -1.1174
C4 1.3297 0.4228 -0.0408
C5 2.0318 -0.6262 0.8220
N2 1.0409 -1.1186 1.8151
H1 -2.9101 1.1524 -1.0987
H2 -2.0681 0.7916 -2.5852
H3 -1.4530 1.9028 -1.2694
H4 -1.4950 -1.1654 -0.9402
H5 -2.2567 -0.0667 1.0382
H6 -1.0332 1.0312 0.9000
H7 -0.6354 -0.4835 1.2801
H8 0.4317 0.6606 -1.8961
H9 0.7025 -1.0113 -1.6212
H10 0.7489 1.0469 0.6473
H11 2.0283 1.1665 -0.4327
H12 2.2941 -1.4337 0.1224
H13 2.9974 -0.3713 1.2467
H14 1.0214 -2.0943 2.1021
H15 1.2203 -0.5628 2.6476

Arrangement Q

Below is the ion C5H15N2 with charge +1, with properties calculated with ωB97M-V/def2-TZVPD.

Summary:
- HOMO level: -0.4879 Ha
- Orbital gap: 10.14 eV
- Charge: +1
- SMILES: CCNCC[NH2+]C

Element x y z (Å)
C1 0.0898 -2.9946 -0.6859
C2 0.9711 -1.8517 -0.5968
N1 0.0195 -0.5873 -0.6431
C3 0.5830 0.7018 -0.8872
C4 0.7854 1.3206 0.4691
N2 -0.4578 1.2827 1.2946
C5 -1.6209 2.2552 1.1019
H1 0.3595 -3.8853 -0.1571
H2 -0.0109 -3.2888 -1.8010
H3 -0.9591 -2.7072 -0.4000
H4 1.7125 -1.7988 -1.4960
H5 1.5863 -1.8338 0.3559
H6 -0.8049 -0.6935 -1.2834
H7 1.6357 0.6884 -1.4437
H8 0.0054 1.1803 -1.6837
H9 1.1713 2.3414 0.1894
H10 1.6347 0.7914 0.9537
H11 -0.2015 1.3854 2.3279
H12 -0.7341 0.2615 1.1543
H13 -1.8155 2.7687 2.1466
H14 -2.5239 1.7028 0.8292
H15 -1.4255 2.9607 0.2553

Stability summary: most stable arrangement P, least stable arrangement Q.

Arrangement P

Below is the ion C5H15N2 with charge +1, with properties calculated with ωB97M-V/def2-TZVPD.

Summary:
- HOMO level: -0.4530 Ha
- Orbital gap: 8.61 eV
- Charge: +1
- SMILES: NCCCCC[NH3+]

Element x y z (Å)
N1 2.7611 -0.4450 -0.8890
C1 2.2517 0.6655 -0.0618
C2 1.1987 0.1239 0.9066
C3 0.1816 -0.8193 0.2977
C4 -0.8615 -0.1006 -0.5999
C5 -1.9091 0.6290 0.2279
N2 -3.2429 -0.0779 0.1057
H1 3.5152 -0.1178 -1.4862
H2 3.2782 -1.0884 -0.2892
H3 1.7400 1.3166 -0.7752
H4 3.0624 1.1979 0.4130
H5 1.7476 -0.4617 1.6514
H6 0.7542 0.9534 1.4746
H7 -0.2648 -1.4935 1.0258
H8 0.7409 -1.4320 -0.4112
H9 -0.2920 0.6751 -1.1155
H10 -1.2160 -0.7896 -1.3566
H11 -2.1099 1.6315 -0.1409
H12 -1.6736 0.6777 1.2859
H13 -3.5425 -0.0834 -0.8697
H14 -4.0155 0.2194 0.7112
H15 -3.2108 -1.0777 0.3634

Arrangement Q

Below is the ion C5H15N2 with charge +1, with properties calculated with ωB97M-V/def2-TZVPD.

Summary:
- HOMO level: -0.4470 Ha
- Orbital gap: 8.66 eV
- Charge: +1
- SMILES: CC[C@H]([NH3+])CNC

Element x y z (Å)
C1 2.4267 -1.0400 -0.3211
C2 1.0079 -0.8911 0.2826
C3 0.1841 0.3767 -0.1512
N1 1.1548 1.4994 0.0316
C4 -0.9822 0.6378 0.8891
N2 -2.0251 -0.3032 0.5960
C5 -2.6645 -0.2605 -0.7105
H1 2.4629 -2.1439 -0.2437
H2 3.3315 -0.6343 0.3467
H3 2.6807 -0.5901 -1.4275
H4 0.3513 -1.7760 0.0934
H5 1.0266 -0.7258 1.3440
H6 -0.0400 0.3099 -1.2288
H7 0.6327 2.4426 -0.1456
H8 1.8265 1.3915 -0.6954
H9 1.7348 1.5510 0.8501
H10 -1.4192 1.6001 0.6381
H11 -0.6541 0.6483 1.9402
H12 -2.2227 -1.1624 1.1116
H13 -3.0471 0.7028 -0.9035
H14 -3.5162 -0.8625 -0.7964
H15 -2.2493 -0.7702 -1.4997

Arrangement R

Below is the ion C5H15N2 with charge +1, with properties calculated with ωB97M-V/def2-TZVPD.

Summary:
- HOMO level: -0.4395 Ha
- Orbital gap: 8.00 eV
- Charge: +1
- SMILES: NCCCCC[NH3+]

Element x y z (Å)
N1 1.0309 1.7706 -1.8032
C1 1.8806 0.6269 -1.5067
C2 1.5649 -0.2207 -0.2218
C3 0.5136 -1.2407 -0.3627
C4 -0.9492 -0.5644 -0.1146
C5 -1.4974 -0.7247 1.3050
N2 -1.8424 0.4530 2.1009
H1 0.7839 2.3659 -0.9917
H2 0.3022 1.5480 -2.4557
H3 2.9222 0.9029 -1.6495
H4 1.6577 -0.2548 -2.1649
H5 2.5850 -0.7282 -0.1875
H6 1.5033 0.5974 0.4811
H7 0.6383 -2.2202 0.0587
H8 0.5962 -1.3559 -1.4834
H9 -0.8647 0.4878 -0.4296
H10 -1.7130 -1.0964 -0.7925
H11 -0.7301 -1.2386 1.7874
H12 -2.5167 -1.4495 1.3925
H13 -2.8754 0.5334 2.2064
H14 -1.5556 1.3220 1.7542
H15 -1.4344 0.4860 3.0776

Arrangement S

Below is the ion C5H15N2 with charge +1, with properties calculated with ωB97M-V/def2-TZVPD.

Summary:
- HOMO level: -0.5176 Ha
- Orbital gap: 10.79 eV
- Charge: +1
- SMILES: CCC[C@H]([NH3+])CN

Element x y z (Å)
C1 0.8878 -2.0502 -1.6630
C2 1.0107 -0.5371 -1.7114
C3 -0.0902 0.2006 -0.9464
C4 -0.2002 -0.1862 0.5263
N1 -1.6866 -0.2867 0.8725
C5 0.4011 0.7781 1.5216
N2 -0.1124 2.1254 1.2942
H1 -0.0218 -2.4973 -2.0705
H2 0.9669 -2.4661 -0.6530
H3 1.6871 -2.5300 -2.2288
H4 1.9697 -0.3618 -1.2172
H5 1.1057 -0.2386 -2.7526
H6 0.0868 1.2579 -1.0595
H7 -1.0389 0.0136 -1.4533
H8 0.2309 -1.1719 0.6226
H9 -2.1389 0.5970 0.6269
H10 -2.1494 -1.0426 0.3684
H11 -1.7671 -0.4315 1.8735
H12 0.3352 0.4736 2.5733
H13 1.4883 0.6978 1.3984
H14 0.1480 2.7830 2.0231
H15 0.3904 2.5217 0.5151

Stability summary: most stable arrangement S, least stable arrangement R.